Entry 1:
Density functional theory data (ωB97M-V/def2-TZVPD) for a structure of composition C24H38Cl3NO4SbScSi3 at a distorted geometry.

```
! wB97M-V def2-TZVPD RIJCOSX def2/J DEFGRID3
* xyz 0 1
Sc 0.60161 1.41920 0.92553
O 2.29267 3.48124 4.03173
C 1.54797 3.05546 3.18091
O 1.59044 1.88801 2.60679
C 0.40729 3.91570 2.62949
C 0.15874 5.25550 2.86574
C -0.86674 5.85845 2.14461
C -1.60246 5.13236 1.21147
C -1.28835 3.79761 1.04580
N -0.32328 3.23243 1.75929
C -1.85775 2.81127 0.03062
O -2.77750 3.11028 -0.69794
O -1.23011 1.67517 0.07276
H 0.76815 5.79958 3.57303
H -1.08397 6.90854 2.29051
H -2.37821 5.58766 0.61246
C -2.89649 -0.26161 -2.58876
Si -2.79268 -0.99618 -0.85493
C -3.92877 -0.10650 0.36466
C -3.46918 -2.76755 -0.96240
Sb -0.22706 -1.04522 -0.35599
Si 0.28865 -3.54168 -0.82617
C 1.86235 -3.95917 0.16958
C 0.57796 -3.64778 -2.69472
C -0.91171 -4.96100 -0.46598
Si -0.55965 -1.31885 2.22978
C 1.03675 -1.48880 3.24678
C -1.39870 0.17465 3.05532
C -1.55408 -2.89212 2.58577
H -3.90247 -0.36658 -3.00059
H -2.19880 -0.77510 -3.25458
H -2.64138 0.79963 -2.57280
H -4.94445 -0.10585 -0.03776
H -3.63606 0.93021 0.51110
H -3.95176 -0.61047 1.33338
H -4.56132 -2.75153 -0.95608
H -3.14206 -3.39898 -0.13653
H -3.14890 -3.23712 -1.89511
H 2.15379 -3.13668 0.82608
H 2.70458 -4.18281 -0.48865
H 1.68621 -4.83293 0.79947
H 0.97582 -2.72794 -3.12167
H -0.37007 -3.86059 -3.19388
H 1.27093 -4.45843 -2.92954
H -1.33040 -4.93205 0.54107
H -0.37018 -5.90401 -0.57319
H -1.74293 -4.97570 -1.17027
H 1.58302 -0.54599 3.29579
H 1.71464 -2.25728 2.87216
H 0.76978 -1.76153 4.27116
H -0.72209 1.03000 3.10329
H -1.62375 -0.08991 4.09091
H -2.32283 0.49244 2.57314
H -0.94032 -3.76114 2.33680
H -2.47458 -2.95368 2.00334
H -1.81579 -2.96163 3.64362
Cl 3.01888 -0.05963 0.88910
C 3.95796 -1.09753 -0.23933
Cl 3.08617 -1.55155 -1.69711
H 4.20211 -2.00587 0.29779
H 4.84958 -0.54797 -0.51581
Cl 3.29105 1.17781 -6.08548
C 2.84835 1.60127 -4.45794
C 3.82002 1.66793 -3.47553
C 3.46023 2.03388 -2.18964
C 2.13988 2.35360 -1.85068
C 1.78511 2.79110 -0.48909
C 1.18485 2.28589 -2.87534
C 1.52771 1.90286 -4.15952
H 4.84980 1.43498 -3.71395
H 4.22686 2.10597 -1.42459
H 1.12565 3.66511 -0.54458
H 2.68574 3.06330 0.06949
H 0.15556 2.54798 -2.65410
H 0.77995 1.84985 -4.94010
*
```

Summary:
HOMO (eV): -7.413
Largest force on an atom (eV/A): 1.49
Relative energy (zero: lowest compared OMol25 entry of this formula, charge and spin) (kcal/mol): 33.0
Frontier orbital gap (eV): 7.09

=====

Entry 2:
Density functional theory data (ωB97M-V/def2-TZVPD) for a structure of composition CaH10N2O11 at a distorted geometry.

```
! wB97M-V def2-TZVPD RIJCOSX def2/J DEFGRID3
* xyz 0 1
Ca 0.34337 -0.09096 -0.02203
N 1.39736 0.38448 3.37277
O 0.82801 0.11891 4.43688
O 2.46010 1.03858 3.32681
O 0.80546 0.10123 2.25554
N -2.89312 -0.15083 -1.68005
O -3.43590 -0.57850 -2.70749
O -1.62505 -0.17339 -1.58701
O -3.55231 0.35733 -0.76055
O 2.85558 0.76921 -0.00591
H 3.20960 1.45799 -0.57898
H 3.52769 0.07523 -0.01413
O -0.78117 -2.10213 0.61850
H -1.60588 -2.56378 0.42153
H -0.13762 -2.80186 0.79662
O -1.42998 1.12737 1.01062
H -2.37308 1.07233 0.76360
H -1.39926 1.54863 1.87853
O 0.90471 -1.68035 -1.79012
H 0.79790 -2.62923 -1.91864
H 0.55627 -1.28295 -2.60412
O 0.56926 1.72805 -1.46246
H 1.09697 2.52206 -1.60090
H -0.11891 1.75258 -2.14900
*
```

Summary:
HOMO (eV): -8.657
Largest force on an atom (eV/A): 1.57
Relative energy (zero: lowest compared OMol25 entry of this formula, charge and spin) (kcal/mol): 19.2
Frontier orbital gap (eV): 7.85

=====

Entry 3:
Density functional theory data (ωB97M-V/def2-TZVPD) for a structure of composition C5H6O.

```
! wB97M-V def2-TZVPD RIJCOSX def2/J DEFGRID3
* xyz 0 1
C 1.74396 -0.35643 -0.03710
C -0.88698 -0.50641 0.70497
C -0.32230 0.86800 0.41106
O -1.46912 1.10327 -0.45768
C -1.73724 -0.24832 -0.29008
C 0.81363 0.46961 -0.49816
H 2.35942 -0.98389 -0.67054
H 1.82574 -0.50555 1.03764
H -0.46542 -1.36561 1.20258
H -0.14604 1.64594 1.16314
H -2.32662 -0.78595 -1.02275
H 0.61674 0.66393 -1.55415
*
```

Summary:
HOMO (eV): -8.622
Largest force on an atom (eV/A): 0.67
Relative energy (zero: lowest compared OMol25 entry of this formula, charge and spin) (kcal/mol): 73.5
Frontier orbital gap (eV): 9.79

=====

Entry 4:
Density functional theory data (ωB97M-V/def2-TZVPD) for an isolated molecule of C24H27N3O5S2 at a distorted geometry.

```
! wB97M-V def2-TZVPD RIJCOSX def2/J DEFGRID3
* xyz 0 1
C 8.82137 1.43935 1.10328
H 8.34479 2.42198 1.00666
O 7.92497 0.40894 0.77343
C 7.45806 0.49291 -0.55364
C 6.35076 -0.53867 -0.77573
N 5.08673 -0.16295 -0.17465
S 4.36629 1.17955 -0.87271
O 4.51329 2.35488 -0.05842
O 4.78408 1.24212 -2.24220
C 2.64343 0.68337 -0.83219
C 2.23605 -0.34977 -1.65512
C 0.92081 -0.77130 -1.60745
C 0.01345 -0.14551 -0.75228
C 0.44005 0.89475 0.07124
C 1.76135 1.30599 0.03019
H 2.12587 2.10525 0.65605
H -0.23860 1.36478 0.76774
C -1.38176 -0.66121 -0.74350
O -1.66433 -1.81075 -1.02240
N -2.34473 0.24742 -0.41227
C -3.67759 -0.08012 -0.38127
N -4.60165 0.76992 -0.09714
C -5.82745 0.17589 -0.13013
C -5.82060 -1.15605 -0.45061
S -4.20485 -1.71054 -0.73412
C -7.07019 -1.95273 -0.57791
H -6.88125 -3.00788 -0.37543
C -8.11111 -1.39703 0.39914
C -8.22582 0.10313 0.32237
C -9.43518 0.74683 0.52017
C -9.51149 2.13108 0.51341
C -8.36977 2.88902 0.31603
C -7.15352 2.26341 0.11511
C -7.07513 0.87569 0.11485
H -6.25160 2.83326 -0.04576
H -8.42913 3.96743 0.31631
H -10.46446 2.61615 0.66533
H -10.32925 0.16152 0.68361
H -9.08171 -1.85862 0.21181
H -7.80994 -1.65863 1.42012
H -7.44452 -1.87239 -1.60541
H -2.12417 1.21697 -0.23641
H 0.57045 -1.58449 -2.22485
H 2.95312 -0.80272 -2.32014
C 5.00230 -0.19410 1.27555
H 4.80449 0.81959 1.63728
H 5.96020 -0.52371 1.67950
C 3.89337 -1.12555 1.79025
O 4.14412 -2.49344 1.57689
C 3.74214 -2.98013 0.31843
H 3.96634 -4.04540 0.32388
H 2.66444 -2.83594 0.16845
H 4.28030 -2.49383 -0.49934
H 3.83829 -1.00687 2.87691
H 2.92539 -0.84450 1.35321
H 6.17221 -0.63077 -1.84787
H 6.65743 -1.50209 -0.36312
H 7.05239 1.49434 -0.75793
H 8.28577 0.30421 -1.25558
H 9.70991 1.41257 0.46056
H 9.11583 1.27540 2.13782
*
```

Summary:
HOMO (eV): -7.817
Largest force on an atom (eV/A): 1.26
Relative energy (zero: lowest compared OMol25 entry of this formula, charge and spin) (kcal/mol): 2.4
Frontier orbital gap (eV): 7.47

=====

Entry 5:
Density functional theory data (ωB97M-V/def2-TZVPD) for a structure of composition C3H2Br2P2 at a distorted geometry.

```
! wB97M-V def2-TZVPD RIJCOSX def2/J DEFGRID3
* xyz 0 1
C -0.84779 -0.69658 0.13488
C 0.57301 -0.74490 -0.09257
C 1.23288 0.39110 -0.32389
P -0.13670 2.35231 0.00161
P -1.64625 0.88903 -0.20619
Br 1.37333 -2.46351 -0.16115
Br 3.00613 0.68224 -0.27549
H -1.36227 -1.63600 -0.02602
H -2.19235 1.22632 0.94883
*
```

Summary:
HOMO (spin up / spin down) (eV): -8.190 / -8.395
Largest force on an atom (eV/A): 4.51
Relative energy (zero: lowest compared OMol25 entry of this formula, charge and spin) (kcal/mol): 70.2
Frontier orbital gap (spin up / spin down) (eV): 6.74 / 7.19

=====

Entry 6:
Density functional theory data (ωB97M-V/def2-TZVPD) for an isolated molecule of H2N2O3S at a distorted geometry.

```
! wB97M-V def2-TZVPD RIJCOSX def2/J DEFGRID3
* xyz 0 1
N 0.96545 0.62106 -0.30935
N -1.17987 -0.68554 -0.16858
O -1.54472 -0.18117 -1.23193
O 0.31367 -0.08246 2.02708
O -1.25546 -1.85430 0.09566
S -0.20566 0.57616 0.86381
H 1.89449 0.16416 -0.34997
H 1.01211 1.44210 -0.92672
*
```

Summary:
HOMO (eV): -10.220
Largest force on an atom (eV/A): 2.42
Relative energy (zero: lowest compared OMol25 entry of this formula, charge and spin) (kcal/mol): 37.2
Frontier orbital gap (eV): 10.21